Molecular formula: C21H24N4O4
Method: DFT, the ωB97M-V functional and the def2-TZVPD basis

The geometry in ORCA input format:
```
! RIJCOSX wB97M-V def2-TZVPD def2/J DEFGRID3
* xyz 0 1
C -2.84 -4.32 0.03
C -2.00 -3.13 -0.65
H -1.09 -2.84 -0.09
H -1.84 -3.33 -1.72
O -2.95 -2.13 -0.82
C -3.13 -1.36 0.54
O -2.54 -1.67 1.66
N -3.98 -0.23 0.30
C -4.56 0.28 -0.92
H -4.52 -0.61 -1.55
C -3.70 1.60 -1.34
H -4.37 2.19 -2.02
H -2.85 0.84 -2.15
C -2.91 2.24 -0.17
N -1.65 1.55 -0.06
C -0.55 2.09 -0.20
O -0.37 3.10 -0.70
C 0.63 1.14 -0.12
C 0.70 -0.07 -0.33
C 1.88 -0.61 -0.07
C 2.71 0.45 -0.15
N 1.86 1.67 0.06
C 2.41 3.05 0.02
H 1.49 3.63 -0.04
H 2.84 3.34 0.70
H 3.24 3.16 -0.82
C 4.19 0.10 0.07
C 5.17 1.46 0.22
C 6.39 0.97 0.47
C 6.95 -0.35 0.37
C 6.01 -1.22 0.09
C 4.61 -1.08 -0.10
N 3.79 -2.06 -0.11
C 2.36 -2.15 -0.25
O 1.68 -3.09 -0.36
H 4.19 -2.83 -0.12
H 6.36 -2.35 -0.08
H 7.96 -0.51 0.65
H 7.17 1.85 0.51
H 4.71 2.45 0.40
H -0.19 -0.87 -0.23
H -1.76 0.70 0.69
C -3.91 2.09 1.07
H -4.82 2.46 0.82
C -4.15 0.75 1.45
H -3.14 0.32 2.25
H -4.95 0.49 2.03
H -3.22 2.56 1.88
H -2.70 3.27 -0.61
H -5.65 0.67 -0.56
H -3.79 -4.45 -0.66
H -2.24 -5.15 -0.16
H -2.95 -4.06 0.89
*
```

Computed properties:
* energy above the lowest of the compared OMol25 structures with the same formula, charge and spin: 16.2885 eV
* orbital gap: 0.3113 hartree
* HOMO: -7.9 eV



Molecular formula: C34H26FeN6OS2
Method: DFT, the ωB97M-V functional and the def2-TZVPD basis

The geometry in ORCA input format:
```
! RIJCOSX wB97M-V def2-TZVPD def2/J DEFGRID3
* xyz 1 6
Fe 0.47 -0.07 -1.03
C -2.43 1.79 1.79
C -1.83 0.88 0.76
N -0.60 1.08 0.34
N 0.01 2.21 0.89
C 1.15 2.52 0.41
S 2.00 1.76 -0.90
S 1.93 3.97 1.11
C 2.26 3.38 2.80
C 1.07 3.05 3.65
C 0.10 4.00 3.95
C -0.98 3.69 4.76
C -1.11 2.40 5.27
C -0.16 1.44 4.98
C 0.93 1.77 4.17
C -2.66 -0.21 0.24
C -4.03 -0.23 0.59
C -4.88 -1.22 0.17
C -4.38 -2.26 -0.62
C -3.06 -2.28 -0.98
C -2.18 -1.27 -0.57
O -0.93 -1.36 -0.98
H -1.67 2.41 2.26
H -2.95 1.21 2.54
H -3.16 2.45 1.31
H 2.81 4.22 3.23
H 2.95 2.54 2.76
H 0.20 5.00 3.54
H -1.71 4.44 4.99
H -1.95 2.16 5.91
H -0.25 0.45 5.39
H 1.69 1.03 3.96
H -4.43 0.56 1.19
H -5.92 -1.19 0.44
H -5.04 -3.05 -0.95
H -2.65 -3.08 -1.58
C 3.02 -2.01 -4.12
C 2.13 -1.15 -3.46
N 1.89 -1.23 -2.17
C 2.54 -2.17 -1.44
C 3.43 -3.09 -2.02
C 3.66 -2.99 -3.40
C 4.08 -4.06 -1.18
C 3.85 -4.09 0.15
C 2.96 -3.15 0.77
C 2.69 -3.11 2.15
C 1.84 -2.17 2.65
C 1.24 -1.25 1.77
N 1.47 -1.27 0.48
C 2.31 -2.20 -0.03
H 3.18 -1.90 -5.19
H 1.62 -0.37 -4.01
H 4.34 -3.68 -3.88
H 4.76 -4.76 -1.64
H 4.34 -4.83 0.78
H 3.17 -3.83 2.80
H 1.61 -2.11 3.71
H 0.56 -0.49 2.13
N -3.25 -1.50 -6.09
C -2.70 -0.71 -5.47
C -2.01 0.27 -4.67
C -2.09 1.63 -4.94
C -1.40 2.51 -4.13
C -0.65 2.01 -3.08
N -0.57 0.70 -2.82
C -1.25 -0.16 -3.59
H -2.69 1.98 -5.77
H -1.44 3.58 -4.30
H -0.07 2.65 -2.43
H -1.19 -1.21 -3.32
*
```

Computed properties:
* orbital gap (spin up / spin down): 0.2619 / 0.2385 hartree
* HOMO (spin up / spin down): -10.5 / -10.5 eV
* ⟨S²⟩: 8.762



Molecular formula: C2H4N2O
Method: DFT, the ωB97M-V functional and the def2-TZVPD basis

The geometry in ORCA input format:
```
! RIJCOSX wB97M-V def2-TZVPD def2/J DEFGRID3
* xyz 0 1
H -1.03 1.63 1.66
N -0.53 0.78 1.42
C -0.81 0.40 0.24
N -0.22 -0.80 -0.26
C 1.03 -0.56 -0.89
O 2.09 -0.72 -0.34
H -1.50 0.90 -0.44
H 0.00 -1.37 0.55
H 0.96 -0.26 -1.95
*
```

Computed properties:
* energy above the lowest of the compared OMol25 structures with the same formula, charge and spin: 0.8439 eV
* orbital gap: 0.4086 hartree
* HOMO: -10.3 eV
* structure (SMILES): [H]/N=C/NC=O



Molecular formula: C10H16N
Method: DFT, the ωB97M-V functional and the def2-TZVPD basis

The geometry in ORCA input format:
```
! RIJCOSX wB97M-V def2-TZVPD def2/J DEFGRID3
* xyz 1 3
C -0.27 -0.39 -1.55
C -0.72 1.11 0.15
C -1.38 0.18 -0.70
C 0.82 0.45 -1.46
C 1.77 0.48 -0.30
C 0.69 1.52 -0.36
C 0.96 3.01 -0.62
C -2.33 -1.64 0.76
C 1.75 -1.93 0.42
C -2.67 -0.43 -0.22
N 1.63 -0.48 0.83
H -0.36 -1.26 -2.01
H -1.14 1.74 0.94
H 2.86 0.78 -0.43
H 0.60 3.25 -1.57
H 2.03 3.23 -0.48
H 0.40 3.55 0.14
H -1.95 -2.47 0.25
H -3.17 -1.87 1.39
H -1.67 -1.22 1.46
H 1.61 -2.33 1.36
H 1.16 -2.14 -0.51
H 2.82 -2.09 0.24
H -3.24 0.21 0.45
H -3.38 -0.70 -1.03
H 2.48 -0.24 1.44
H 0.72 -0.33 1.43
*
```

Computed properties:
* energy above the lowest of the compared OMol25 structures with the same formula, charge and spin: 0.7112 eV
* orbital gap (spin up / spin down): 0.2797 / 0.2714 hartree
* HOMO (spin up / spin down): -10.8 / -13.1 eV
* ⟨S²⟩: 2.034



Molecular formula: C2H6NO3S
Method: DFT, the ωB97M-V functional and the def2-TZVPD basis

The geometry in ORCA input format:
```
! RIJCOSX wB97M-V def2-TZVPD def2/J DEFGRID3
* xyz 1 1
C 1.43 0.48 0.26
C -0.75 0.32 -0.13
N -1.15 -0.94 -0.19
O 4.23 0.66 0.02
O 3.24 -1.61 0.21
O -0.63 1.07 -1.22
S 2.96 -0.02 -0.13
H 1.45 1.55 0.02
H -0.65 0.74 0.87
H -1.25 -1.51 -1.01
H 2.58 -2.32 -0.12
H -1.22 -1.46 0.64
H -0.74 2.12 -1.12
*
```

Computed properties:
* energy above the lowest of the compared OMol25 structures with the same formula, charge and spin: 2.5827 eV
* orbital gap: 0.3149 hartree
* HOMO: -14.0 eV



Molecular formula: C8H16CeCl2N2S
Method: DFT, the ωB97M-V functional and the def2-TZVPD basis

The geometry in ORCA input format:
```
! RIJCOSX wB97M-V def2-TZVPD def2/J DEFGRID3
* xyz -1 2
Ce -1.04 -0.24 -0.16
Cl -1.73 1.80 -1.59
Cl -1.23 -2.16 1.60
C -1.77 -1.47 -1.45
H -1.47 -2.55 -1.30
H -1.74 -1.22 -2.55
C 1.38 -0.54 -0.13
C 0.59 -0.90 -1.24
H 1.15 -1.02 0.88
C 0.82 -0.21 -2.65
H 0.36 -2.08 -1.41
C 2.32 0.08 -2.83
H 0.40 -0.89 -3.40
H 0.20 0.71 -2.72
C 2.88 0.87 -1.65
H 2.84 -0.88 -2.91
H 2.52 0.58 -3.78
C 2.71 0.24 -0.25
H 3.94 1.06 -1.80
H 2.37 1.84 -1.66
H 3.56 -0.45 -0.02
H 2.74 1.02 0.54
N -3.54 1.62 3.68
C -2.37 0.95 3.56
N -2.27 -0.14 4.34
S -1.13 1.50 2.53
H -4.30 1.29 4.25
H -3.68 2.44 3.09
H -1.47 -0.76 4.20
H -3.07 -0.49 4.85
*
```

Computed properties:
* energy above the lowest of the compared OMol25 structures with the same formula, charge and spin: 3.3306 eV
* orbital gap (spin up / spin down): 0.1948 / 0.1976 hartree
* HOMO (spin up / spin down): -2.8 / -2.9 eV
* ⟨S²⟩: 0.780



How do the records compare in calculated total energy? In the order shown, they have -36303.224, -102722.476, -7165.636, -12106.468, -20626.673, -60342.899 eV.